(1)
57
Properties=species:S:1:pos:R:3:mulliken_charge:R:1 method="wB97M-V/def2-TZVPD" orbital_gap_ev="6.801 / 8.057" s2=2.10 de_lowest_ev=1.095 spin_multiplicity=3 lumo_ev="-0.14 / -0.16" max_force_ha_per_bohr=0.01559 e_tot_ha=-3008.34848
V -0.460 -0.106 0.862 0.751
C -2.358 -2.860 2.750 -1.599
C -2.849 -1.500 2.244 1.581
C -3.327 -0.641 3.416 -1.721
C -3.980 -1.689 1.228 -1.591
N -1.749 -0.850 1.593 -0.754
H -3.151 -3.387 3.287 0.417
H -1.510 -2.723 3.422 0.349
H -2.032 -3.478 1.913 0.358
H -4.171 -1.114 3.924 0.392
H -3.647 0.341 3.063 0.363
H -2.522 -0.505 4.139 0.389
H -4.800 -2.271 1.657 0.446
H -3.602 -2.213 0.348 0.327
H -4.365 -0.720 0.907 0.362
F 1.837 -1.322 2.740 -0.424
C 1.847 -2.044 1.592 0.544
C 0.960 -1.724 0.584 -0.254
C 1.063 -2.505 -0.546 0.561
F 0.236 -2.276 -1.600 -0.212
C 1.971 -3.541 -0.691 -0.243
F 2.029 -4.269 -1.816 -0.320
C 2.837 -3.821 0.351 0.855
F 3.727 -4.813 0.239 -0.321
C 2.777 -3.065 1.510 -0.012
F 3.619 -3.330 2.518 -0.317
S -0.210 0.863 -1.919 -0.132
C -1.523 1.157 -0.791 -0.249
N -2.694 0.773 -1.172 -0.467
C -2.605 0.072 -2.354 -0.429
C -3.679 -0.562 -2.989 -0.564
C -3.443 -1.252 -4.155 -0.473
C -2.152 -1.330 -4.701 -0.530
C -1.081 -0.717 -4.091 -0.635
C -1.322 -0.008 -2.916 1.010
H -1.372 1.895 -0.001 0.758
H -4.663 -0.506 -2.543 0.463
H -4.259 -1.754 -4.656 0.385
H -1.995 -1.891 -5.613 0.390
H -0.084 -0.796 -4.502 0.434
O 2.780 1.099 -0.039 -0.395
C 1.896 1.978 0.349 -0.171
O 0.916 1.670 1.012 -0.677
C 2.154 3.409 -0.106 0.841
N 3.292 3.418 -1.036 -0.569
C 4.342 4.312 -0.510 -0.624
C 4.102 4.277 0.992 -0.597
C 2.578 4.298 1.078 -0.813
H 1.223 3.760 -0.555 0.385
H 3.018 3.647 -1.981 0.233
H 3.403 1.619 -0.612 0.436
H 4.227 5.332 -0.891 0.335
H 5.327 3.947 -0.797 0.334
H 4.568 5.111 1.512 0.386
H 4.500 3.352 1.415 0.265
H 2.205 5.310 0.914 0.372
H 2.175 3.943 2.025 0.368

***

(2)
22
Properties=species:S:1:pos:R:3:mulliken_charge:R:1 method="wB97M-V/def2-TZVPD" smiles="CN(C)CC[N+](C)=C=O" orbital_gap_ev=9.043 total_charge=+1 de_lowest_ev=3.105 lumo_ev=-4.05 max_force_ha_per_bohr=0.08795 e_tot_ha=-420.83887
C -1.896 1.263 -0.876 -1.253
N -1.155 0.455 0.019 0.167
C -1.835 0.242 1.260 -1.139
C -0.681 -0.836 -0.555 -0.967
C 0.611 -1.205 0.060 -0.284
N 1.649 -0.144 -0.151 0.006
C 3.099 -0.449 0.018 -0.893
C 1.368 1.085 -0.029 0.814
O 1.333 2.222 0.090 -0.251
H -1.958 2.296 -0.452 0.376
H -1.322 1.415 -1.761 0.457
H -2.930 0.984 -1.083 0.398
H -2.272 -0.846 1.269 0.301
H -1.247 0.144 2.142 0.327
H -2.646 0.855 1.439 0.423
H -0.559 -0.762 -1.693 0.384
H -1.399 -1.655 -0.523 0.452
H 0.647 -1.547 1.152 0.295
H 0.858 -2.003 -0.662 0.371
H 3.257 -0.235 1.146 0.365
H 3.376 -1.489 -0.107 0.342
H 3.699 0.208 -0.701 0.310

***

(3)
41
Properties=species:S:1:pos:R:3:mulliken_charge:R:1 method="wB97M-V/def2-TZVPD" orbital_gap_ev="7.951 / 7.904" s2=3.75 total_charge=-3 de_lowest_ev=0.000 spin_multiplicity=4 lumo_ev="6.54 / 6.54" max_force_ha_per_bohr=0.06654 e_tot_ha=-6190.99911
Co 0.227 0.494 -0.500 0.425
C -0.844 0.486 -5.113 0.496
F 0.385 -0.020 -5.223 -0.221
F -0.774 1.810 -5.282 -0.247
F -1.642 0.016 -6.073 -0.233
S -1.535 -0.004 -3.410 0.988
O -0.619 0.558 -2.420 -0.360
O -2.858 0.600 -3.430 -0.677
O -1.475 -1.455 -3.408 -0.664
C -1.822 4.523 0.468 0.508
F -2.811 5.070 1.177 -0.234
F -1.661 5.121 -0.703 -0.223
F -0.688 4.679 1.151 -0.207
S -2.175 2.674 0.302 0.986
O -0.930 2.119 -0.295 -0.437
O -2.469 2.198 1.627 -0.639
O -3.281 2.508 -0.647 -0.639
C -0.495 -2.625 2.363 0.591
F -0.697 -2.312 3.656 -0.267
F 0.726 -2.210 2.038 -0.164
F -0.507 -3.966 2.288 -0.288
S -1.780 -1.780 1.252 1.163
O -2.574 -1.056 2.202 -0.683
O -0.983 -0.905 0.397 0.188
O -2.398 -2.811 0.420 -0.740
C 3.350 -2.840 -0.834 0.554
F 3.329 -3.918 -0.052 -0.252
F 3.906 -1.825 -0.195 -0.215
F 4.074 -3.179 -1.901 -0.264
S 1.519 -2.544 -1.364 1.037
O 1.309 -1.099 -1.173 -0.241
O 1.350 -2.996 -2.744 -0.673
O 0.780 -3.469 -0.534 -0.690
C 2.499 0.736 3.671 0.439
F 2.670 1.451 4.793 -0.225
F 3.599 0.863 2.928 -0.245
F 2.338 -0.537 4.021 -0.205
S 0.973 1.322 2.774 1.160
O -0.120 0.868 3.624 -0.675
O 1.094 2.795 2.686 -0.691
O 1.009 0.659 1.462 -0.238

***

(4)
79
Properties=species:S:1:pos:R:3:mulliken_charge:R:1 method="wB97M-V/def2-TZVPD" orbital_gap_ev="7.816 / 4.479" s2=2.02 total_charge=-2 spin_multiplicity=3 lumo_ev="3.68 / 0.37" max_force_ha_per_bohr=0.11258 e_tot_ha=-6401.33941
Hf -0.760 -1.276 -0.155 4.202
C -0.681 1.159 3.733 0.644
F -1.682 2.036 3.865 -0.211
F 0.380 1.653 3.184 -0.177
F -0.327 0.707 4.942 -0.243
S -1.407 -0.250 2.667 1.123
O -0.379 -1.128 2.199 -0.661
O -2.569 -0.853 3.310 -0.647
O -1.675 0.266 1.322 -1.063
C -4.723 1.234 -0.389 0.526
F -5.141 0.983 0.850 -0.214
F -5.678 1.839 -1.154 -0.234
F -3.651 2.021 -0.249 -0.193
S -4.285 -0.429 -1.251 1.224
O -3.842 -0.180 -2.689 -0.682
O -3.121 -0.967 -0.465 -1.063
O -5.514 -1.240 -1.118 -0.690
C -1.855 -4.679 -3.768 0.567
F -1.128 -5.498 -3.001 -0.163
F -1.050 -4.322 -4.765 -0.206
F -2.888 -5.328 -4.357 -0.211
S -2.439 -3.078 -2.960 0.940
O -1.497 -2.648 -1.859 -0.474
O -2.436 -1.967 -3.939 -0.207
O -3.768 -3.353 -2.410 -0.425
C 2.048 -3.780 2.357 0.491
F 1.072 -3.314 3.154 -0.166
F 3.139 -3.250 2.841 -0.220
F 2.157 -5.097 2.449 -0.221
S 1.774 -3.095 0.527 1.412
O 2.864 -3.572 -0.314 -0.658
O 0.429 -3.492 0.054 -0.751
O 1.570 -1.657 0.519 -0.828
C -2.084 -4.923 2.754 0.504
F -1.580 -4.053 3.662 -0.187
F -0.987 -5.558 2.439 -0.270
F -2.907 -5.901 3.230 -0.237
S -2.811 -4.005 1.266 1.284
O -2.582 -4.913 0.136 -0.695
O -4.210 -3.847 1.713 -0.697
O -2.047 -2.746 0.982 -0.376
C 2.545 -0.471 -3.878 0.480
F 2.597 -0.228 -5.200 -0.234
F 3.605 -1.197 -3.662 -0.229
F 2.481 0.671 -3.186 -0.183
S 0.964 -1.530 -3.512 1.115
O -0.147 -0.817 -4.154 -0.664
O 1.147 -2.805 -4.097 -0.645
O 0.776 -1.448 -2.031 -0.729
F -1.325 0.204 -1.945 -0.826
C -0.922 3.379 0.466 -2.195
C 0.544 3.607 0.206 2.173
C 1.024 4.694 1.209 -1.167
C 2.483 4.897 1.282 -0.714
C 3.251 3.610 1.680 -1.210
C 2.882 2.510 0.597 1.555
N 1.400 2.384 0.486 -0.149
O 0.908 1.163 -0.166 0.638
C 3.671 2.697 -0.696 -1.392
C 3.387 1.216 1.250 -1.982
C 0.611 4.105 -1.230 -1.899
H -1.132 2.870 1.407 0.025
H -1.272 2.680 -0.294 0.410
H -1.475 4.306 0.318 0.524
H 0.488 5.585 0.884 0.452
H 0.675 4.437 2.208 0.311
H 2.720 5.662 2.022 0.440
H 2.858 5.381 0.380 0.345
H 3.024 3.171 2.652 0.389
H 4.327 3.779 1.640 0.414
H 3.401 3.612 -1.222 0.296
H 4.745 2.754 -0.521 0.432
H 3.567 1.941 -1.474 0.131
H 3.293 0.316 0.643 0.176
H 4.445 1.450 1.370 0.535
H 2.962 0.943 2.216 0.322
H 0.247 3.400 -1.978 0.268
H 1.531 4.602 -1.540 0.418
H -0.019 4.970 -1.442 0.522

***

(5)
88
Properties=species:S:1:pos:R:3:mulliken_charge:R:1 method="wB97M-V/def2-TZVPD" orbital_gap_ev=4.524 de_lowest_ev=1.314 lumo_ev=-0.63 max_force_ha_per_bohr=0.03103 e_tot_ha=-2181.53241
Ag -1.123 -0.021 -0.604 -0.149
C 2.133 -2.474 3.329 -1.171
C 1.659 -1.254 4.076 0.947
C 2.213 -0.934 5.309 -0.841
C 1.815 0.200 6.004 -0.709
C 0.852 1.030 5.458 -0.886
C 0.279 0.717 4.233 -1.184
C 0.652 -0.429 3.532 0.635
P 0.011 -0.823 1.842 2.429
C -1.059 0.648 1.516 -0.445
C -0.317 1.672 0.873 1.960
C -0.762 2.994 0.836 -1.499
C -1.968 3.317 1.416 -1.046
C -2.744 2.312 1.995 -1.214
C -2.330 0.993 2.056 0.214
C -3.247 -0.007 2.693 -1.346
C -1.123 -2.200 2.197 0.597
C -1.424 -2.669 3.471 -0.262
C -2.417 -3.617 3.658 -0.754
C -3.127 -4.076 2.551 -0.683
C -2.800 -3.654 1.278 -0.909
C -1.744 -2.748 1.045 0.907
C -1.306 -2.373 -0.291 -1.753
H 2.820 -3.067 3.932 0.466
H 2.648 -2.175 2.409 0.001
H 1.291 -3.104 3.036 0.172
H 2.965 -1.587 5.740 0.408
H 2.255 0.432 6.966 0.363
H 0.536 1.921 5.987 0.437
H -0.475 1.375 3.821 0.315
H 0.691 1.454 0.542 0.062
H -0.148 3.759 0.376 0.440
H -2.304 4.347 1.440 0.484
H -3.706 2.569 2.424 0.375
H -4.158 0.482 3.040 0.473
H -2.774 -0.493 3.545 0.173
H -3.520 -0.789 1.983 0.185
H -0.913 -2.263 4.338 0.307
H -2.656 -3.971 4.653 0.395
H -3.924 -4.798 2.689 0.372
H -3.336 -4.048 0.422 0.370
H -1.869 -2.894 -1.065 0.473
H -0.243 -2.600 -0.417 0.179
C 4.355 0.114 -2.155 -0.779
C 2.926 0.662 -1.895 -0.058
N 2.402 0.076 -0.677 0.622
C 2.325 -1.367 -0.815 0.491
C 3.750 -1.953 -0.970 -1.147
N 4.703 -0.794 -1.012 0.030
C 4.657 -0.050 0.288 -0.924
C 3.200 0.457 0.471 0.213
H 5.106 0.903 -2.197 0.279
H 4.411 -0.474 -3.070 0.412
H 2.235 0.416 -2.703 -0.435
H 2.941 1.747 -1.794 0.519
H 1.693 -1.586 -1.677 0.627
H 1.822 -1.768 0.064 -0.534
H 3.872 -2.524 -1.889 0.276
H 4.032 -2.584 -0.127 0.436
H 5.646 -1.146 -1.153 0.270
H 5.379 0.765 0.239 0.275
H 4.958 -0.736 1.079 0.440
H 3.189 1.543 0.574 0.678
H 2.746 0.033 1.368 -0.557
C -4.972 3.952 -0.646 -0.902
N -3.962 3.346 -1.498 -0.024
C -3.051 4.248 -2.187 -0.901
C -3.549 2.115 -1.232 0.586
N -3.250 1.011 -1.062 -0.495
H -5.604 4.602 -1.253 0.329
H -4.522 4.548 0.155 0.259
H -5.587 3.175 -0.199 0.345
H -3.637 4.982 -2.741 0.317
H -2.438 3.678 -2.882 0.345
H -2.394 4.774 -1.487 0.288
C -0.191 0.152 -2.562 -1.940
C -0.064 0.022 -3.773 0.862
C 0.049 -0.129 -5.191 0.701
C 1.142 0.367 -5.910 -0.355
C 1.219 0.204 -7.285 -0.484
C 0.211 -0.456 -7.972 -0.421
C -0.881 -0.953 -7.271 -0.457
C -0.963 -0.793 -5.898 -0.427
H 1.927 0.893 -5.380 0.410
H 2.071 0.601 -7.823 0.359
H 0.275 -0.584 -9.045 0.371
H -1.674 -1.469 -7.798 0.359
H -1.808 -1.176 -5.342 0.455

***

(6)
121
Properties=species:S:1:pos:R:3:mulliken_charge:R:1 method="wB97M-V/def2-TZVPD" orbital_gap_ev=4.634 total_charge=-2 de_lowest_ev=22.874 lumo_ev=3.84 max_force_ha_per_bohr=0.24890 e_tot_ha=-3927.11608
Ti 13.417 15.835 13.120 -0.993
C 10.513 12.465 12.604 -1.319
C 9.486 13.246 11.719 -0.251
C 9.675 14.515 11.164 -1.639
C 11.051 15.201 11.487 0.446
N 11.996 14.551 12.323 1.563
C 11.634 13.260 12.740 0.007
C 11.432 16.381 10.949 2.013
C 10.631 17.411 10.299 -1.491
C 10.972 18.462 9.821 -2.059
C 12.396 19.127 9.951 -0.009
C 13.155 18.226 10.824 -0.367
C 12.908 16.762 11.039 1.994
H 9.993 11.583 13.234 0.144
H 8.464 12.647 11.485 0.128
H 8.901 14.918 10.553 0.410
H 12.564 12.800 13.335 0.025
H 9.748 17.161 10.491 1.079
H 10.301 19.281 9.620 0.393
H 12.715 19.769 9.127 0.453
H 14.278 18.769 10.925 0.298
C 13.634 20.734 17.830 -2.261
C 14.046 19.352 17.426 1.343
C 14.920 18.581 18.466 -2.048
O 14.825 19.517 16.187 0.011
C 14.384 18.458 15.472 -0.830
C 13.048 17.808 16.154 0.637
O 12.907 18.667 17.179 -0.109
C 11.845 17.461 15.365 1.961
O 12.030 16.399 14.441 -0.083
C 10.832 16.959 16.469 0.258
C 10.991 15.535 16.722 0.258
C 10.385 15.086 17.859 -1.355
C 9.299 15.660 18.424 -0.308
C 9.060 17.056 18.110 -0.623
C 9.754 17.658 17.120 -1.389
C 10.938 18.666 14.697 -0.614
C 11.191 19.911 15.153 1.143
C 10.300 21.051 14.561 -0.749
C 9.154 20.699 13.822 -1.066
C 9.173 19.448 13.255 -1.108
C 9.991 18.329 13.698 0.341
C 14.716 18.616 13.912 1.036
O 14.467 17.327 13.360 0.101
C 16.145 18.863 13.618 0.789
C 17.031 19.736 14.363 -0.649
C 18.448 19.635 14.126 -0.455
C 19.120 18.769 13.124 -0.953
C 18.146 17.996 12.556 -0.652
C 16.791 18.057 12.717 0.153
C 13.803 19.604 13.243 -0.641
C 12.700 19.056 12.101 0.378
C 12.290 20.222 11.201 -0.207
C 12.747 21.644 11.156 -1.694
C 13.449 21.821 12.328 -0.863
C 13.890 20.908 13.433 0.911
H 14.491 21.661 18.853 0.224
H 12.808 20.570 18.284 0.760
H 13.777 21.547 17.273 0.624
H 15.893 19.334 18.732 0.312
H 15.340 17.724 17.880 0.397
H 14.316 18.273 19.087 0.699
H 15.565 17.530 15.640 0.001
H 13.198 16.818 16.597 0.378
H 11.844 15.136 16.027 0.133
H 10.428 13.970 17.864 0.299
H 8.664 15.282 19.323 0.248
H 8.115 17.526 18.737 0.149
H 9.580 18.541 16.839 1.083
H 12.444 20.211 15.420 -0.348
H 10.575 22.033 15.189 0.239
H 8.281 21.358 13.884 0.342
H 8.404 18.997 12.750 0.629
H 9.396 17.404 13.491 0.560
H 16.814 20.392 15.230 0.161
H 19.143 20.131 15.151 0.056
H 20.160 18.606 13.360 0.323
H 18.507 17.375 11.823 0.528
H 16.075 17.559 12.078 -0.235
H 11.827 18.477 12.285 -0.534
H 11.138 19.996 11.130 0.033
H 12.355 22.316 10.574 0.662
H 13.453 22.848 12.581 0.284
H 14.793 21.153 14.196 -0.066
O 15.645 13.773 16.751 -0.714
H 14.829 14.010 17.191 0.315
H 15.482 14.168 15.885 0.289
F 14.493 14.588 14.195 -0.479
C 15.464 14.145 11.458 -0.523
O 14.597 15.168 11.679 0.930
C 13.972 15.705 10.402 -0.881
C 15.081 16.417 9.580 -1.590
H 15.485 13.437 12.303 0.275
H 16.421 14.247 11.171 0.474
H 15.264 13.763 10.569 -0.315
H 15.693 15.598 9.379 0.575
H 15.491 17.234 10.140 0.169
H 14.893 16.938 8.726 0.224
Te 12.910 14.282 8.801 0.731
C 11.751 12.784 7.368 -0.385
C 10.478 12.472 7.960 -0.303
C 9.380 11.933 7.282 -0.484
C 9.589 11.443 6.030 -0.386
C 10.742 11.714 5.370 -0.605
C 11.829 12.401 6.004 -0.175
C 14.754 13.307 8.231 -0.487
C 14.768 12.009 8.582 0.307
C 15.846 11.191 8.329 -0.609
C 16.969 11.693 7.667 -0.505
C 16.987 13.067 7.349 -0.623
C 15.851 13.820 7.625 0.173
H 10.335 12.723 8.978 0.304
H 8.435 11.860 7.816 0.385
H 8.789 10.909 5.476 0.250
H 11.000 11.216 4.464 0.311
H 12.707 12.633 5.400 0.324
H 13.848 11.511 8.942 0.255
H 15.790 10.022 8.449 0.178
H 17.771 11.124 7.402 0.515
H 17.928 13.599 6.978 0.254
H 15.857 14.895 7.460 0.394

***

(7)
15
Properties=species:S:1:pos:R:3:mulliken_charge:R:1 method="wB97M-V/def2-TZVPD" smiles=CCc1cnc[nH]1 orbital_gap_ev=9.434 de_lowest_ev=0.133 lumo_ev=0.90 max_force_ha_per_bohr=0.01730 e_tot_ha=-304.83060
C 0.547 2.416 -0.677 -0.995
C 0.808 0.963 -1.178 -0.528
C 0.173 -0.071 -0.321 0.282
C -1.122 -0.487 -0.369 -0.365
N -1.396 -1.366 0.648 -0.619
C -0.273 -1.503 1.291 -0.197
N 0.701 -0.723 0.767 -0.095
H 0.003 2.981 -1.440 0.269
H 1.451 2.980 -0.479 0.276
H -0.059 2.380 0.221 0.351
H 0.360 0.860 -2.165 0.255
H 1.879 0.810 -1.334 0.372
H -1.886 -0.192 -1.074 0.396
H -0.132 -2.138 2.149 0.394
H 1.684 -0.749 0.977 0.204